Formula: C14H27BrFO9PS3
Source: OMol25
Level of theory: ωB97M-V with the def2-TZVPD basis set

```
! wB97M-V def2-TZVPD RIJCOSX def2/J DEFGRID3
* xyz 0 1
O 5.253 1.254 -2.957
C 5.086 1.881 -3.975
O 3.864 2.029 -4.551
C 3.436 3.370 -4.731
F 4.145 4.180 -3.892
P 1.577 3.597 -4.465
O 1.082 2.260 -5.174
Br 1.541 3.208 -2.277
H 5.920 2.297 -4.538
H 3.632 3.671 -5.756
H 1.461 1.434 -4.787
O -3.752 1.689 -0.629
S -2.312 1.783 -0.628
O -1.621 2.526 -1.650
C -1.772 2.332 0.988
C -1.593 1.045 1.787
C -0.896 0.061 0.835
C -1.626 0.127 -0.511
H -2.516 3.008 1.402
H -0.825 2.854 0.853
H -1.018 1.214 2.690
H -2.568 0.657 2.080
H 0.147 0.353 0.699
H -0.899 -0.953 1.232
H -0.960 -0.028 -1.353
H -2.460 -0.571 -0.559
O -2.507 0.973 4.727
S -2.373 -0.274 5.437
O -1.160 -1.043 5.337
C -2.790 -0.007 7.157
C -4.296 -0.241 7.219
C -4.564 -1.486 6.361
C -3.791 -1.311 5.047
H -2.485 0.997 7.443
H -2.245 -0.746 7.742
H -4.635 -0.374 8.244
H -4.823 0.619 6.800
H -4.206 -2.374 6.885
H -5.627 -1.625 6.171
H -3.427 -2.252 4.644
H -4.379 -0.789 4.295
O 1.957 -0.946 -1.719
S 2.041 -1.135 -3.142
O 1.440 -0.174 -4.044
C 3.740 -1.431 -3.598
C 3.891 -2.945 -3.489
C 2.624 -3.544 -4.117
C 1.425 -2.775 -3.547
H 4.384 -0.864 -2.933
H 3.868 -1.088 -4.624
H 4.793 -3.289 -3.992
H 3.960 -3.236 -2.439
H 2.660 -3.420 -5.201
H 2.533 -4.609 -3.913
H 0.610 -2.674 -4.258
H 1.057 -3.216 -2.624
*
```

Calculated values
Strongest force on any atom, eV/Å: 1.70
E_HOMO, eV: -8.9
Structure (SMILES): O=CO[C@H](F)P(O)Br.O=S1(=O)CCCC1.O=S1(=O)CCCC1.O=S1(=O)CCCC1
LUMO energy, eV: 0.4